# 1
Computed, not measured: a molecular structure, C2I3O2 at a distorted geometry, with ωB97M-V with the def2-TZVPD basis set.

XYZ file:
```
7
Properties=species:S:1:pos:R:3:forces:R:3:lowdin_charge:R:1
I 1.12943 1.69152 -0.60761 0.4 -0.3 -0.2 0.354
C -1.88590 0.47852 0.22916 -0.1 1.2 4.7 -0.552
O -1.83300 0.73277 1.38438 0.3 -0.6 -1.8 0.125
O -2.13945 0.31411 -0.86303 -0.2 -0.7 -2.8 0.166
C 1.00078 -0.44942 0.08421 -1.1 0.0 -0.1 -1.734
I 1.09504 -1.88693 -1.64027 0.2 0.4 0.1 0.280
I 2.63310 -0.88056 1.41315 0.5 0.0 0.1 0.360
```
Positions in Å, forces in eV/Å.

spin multiplicity	1
LUMO (alpha / beta)	0.105 / 0.105	hartree
net charge	-1
total energy	-30471.931	eV
largest force on an atom	0.0937	hartree/bohr
HOMO-LUMO gap (alpha / beta)	6.38 / 6.38	eV

# 2
Computed, not measured: C2HN3O4 in the gas phase at a distorted geometry, with ωB97M-V with the def2-TZVPD basis set.

XYZ file:
```
10
Properties=species:S:1:pos:R:3:forces:R:3:lowdin_charge:R:1
C 1.08082 0.82354 -0.09019 1.0 -1.6 0.2 -0.340
O -2.32670 -0.66817 -0.31818 4.7 -0.5 -1.4 0.146
O 1.77858 0.78212 -1.08363 -2.3 0.6 2.7 0.142
H -0.78625 -1.72846 -1.97400 0.8 -0.8 -0.5 0.089
C -1.11214 -0.64105 -0.49352 0.6 -0.9 0.7 -0.296
O 1.50771 1.33095 1.20531 -0.4 -1.1 -1.6 0.003
N -0.42985 0.46497 1.62255 1.2 -0.7 0.9 0.083
N 0.59384 0.94753 2.22252 -2.6 -0.3 -4.3 0.090
N -0.22576 0.21208 0.24049 2.2 2.4 1.6 0.053
O -0.08025 -1.52351 -1.33135 -5.2 2.9 1.8 0.030
```
Positions in Å, forces in eV/Å.

spin multiplicity	1
SMILES	O=C(O)n1nnoc1=O
LUMO	-0.019	hartree
total energy	-14746.625	eV
largest force on an atom	0.1207	hartree/bohr
HOMO-LUMO gap	10.85	eV

# 3
Computed, not measured: CH5Cl2N2OP in the gas phase at a distorted geometry, with ωB97M-V with the def2-TZVPD basis set.

XYZ file:
```
12
Properties=species:S:1:pos:R:3:forces:R:3:lowdin_charge:R:1
Cl -1.64863 2.19075 1.09942 -0.5 0.4 0.3 0.566
H 1.94408 -2.44870 -0.94095 -1.0 2.2 -1.6 0.130
Cl -0.68272 2.05159 -1.63085 0.0 0.8 -0.9 0.542
N 0.77955 -0.78743 -0.96363 -1.7 -0.3 2.0 -0.274
H -0.52603 0.30153 2.18278 -0.8 0.3 1.0 -0.042
P 0.60901 0.50517 0.45604 1.1 -1.7 -1.5 0.806
N -0.23238 -0.44397 1.58640 -0.4 0.0 -0.5 -0.241
C -1.05564 1.16781 -0.17853 0.4 -1.9 -1.0 -1.366
H 0.28524 -1.04661 2.16912 1.0 -0.9 0.6 0.016
H -1.78145 0.35231 -0.49656 0.9 1.0 0.9 0.068
H 0.60774 -0.14572 -1.67473 -0.3 0.9 -2.0 -0.053
O 1.70125 -1.69673 -1.60850 1.4 -1.0 2.7 -0.153
```
Positions in Å, forces in eV/Å.

spin multiplicity	1
SMILES	NP(NO)C(Cl)Cl
LUMO	0.020	hartree
total energy	-40476.375	eV
largest force on an atom	0.0620	hartree/bohr
HOMO-LUMO gap	8.67	eV